Entry 1:
{
  "formula": "C11H14NOS",
  "method": "ωB97M-V/def2-TZVPD",
  "elements": ["C", "C", "C", "C", "N", "C", "O", "S", "C", "C", "C", "C", "C", "C", "H", "H", "H", "H", "H", "H", "H", "H", "H", "H", "H", "H", "H", "H"],
  "coordinates": [[-1.04425, 0.36464, 0.80988], [-0.43636, -0.99685, 0.47968], [-1.30226, -1.74704, -0.69230], [-0.65989, -1.90384, 1.75610], [0.95011, -0.88992, 0.13725], [1.53478, -2.18478, -0.67447], [1.83563, -1.97334, -1.83794], [1.59085, -3.56965, 0.18392], [1.52254, 0.27094, -0.12156], [1.77648, 0.81893, -1.39590], [2.42998, 2.03163, -1.48978], [2.63623, 2.81335, -0.39630], [2.57502, 2.26110, 0.90142], [2.09267, 0.95167, 0.98438], [-2.09808, 0.31866, 0.86097], [-0.80234, 0.71572, 1.82291], [-0.78736, 1.23115, 0.00739], [-0.94968, -2.80404, -0.90000], [-1.10788, -1.10708, -1.50943], [-2.30859, -1.72039, -0.60424], [-1.71387, -1.68394, 2.10654], [-0.61902, -2.95035, 1.52869], [0.02250, -1.62908, 2.49272], [1.63681, 0.20205, -2.26674], [2.84563, 2.23019, -2.41602], [3.02118, 3.78588, -0.64076], [3.00136, 2.92459, 1.70438], [2.11922, 0.40552, 1.98496]],
  "forces_ev_per_a": [[1.1, 2.2, -1.5], [-2.1, -2.2, 0.7], [4.3, 0.1, 0.6], [-2.5, 1.1, -1.5], [-0.4, -5.0, -0.8], [-0.6, 2.7, -0.9], [0.0, 0.1, 0.4], [0.3, -1.7, 1.1], [2.2, 3.2, -0.3], [0.3, -0.7, 0.7], [-1.2, -1.5, 0.6], [0.9, 0.2, 0.8], [0.1, 0.9, -0.9], [-0.1, 0.3, 1.9], [-1.4, -0.4, -0.3], [0.6, 0.0, -0.4], [-0.4, -2.0, 1.9], [-0.2, 1.4, 0.4], [0.4, 0.3, -1.6], [-3.3, 0.0, 1.1], [0.9, -0.2, -0.1], [0.3, -0.4, -0.1], [1.2, 0.3, 1.4], [-0.3, 0.0, -0.1], [0.4, 1.2, -1.9], [0.3, 0.5, 0.6], [-0.7, -1.2, -0.5], [-0.2, 0.7, -1.5]],
  "total_charge": -1,
  "smiles": "CC(C)(C)N(C([O-])=S)c1ccccc1",
  "homo_ha": -0.133,
  "homo_lumo_gap_ev": 6.99,
  "e_above_lowest_ev": 0.4699
}

***

Entry 2:
{
  "formula": "C11H14O2",
  "method": "ωB97M-V/def2-TZVPD",
  "elements": ["C", "C", "C", "C", "C", "C", "C", "C", "C", "O", "C", "C", "O", "H", "H", "H", "H", "H", "H", "H", "H", "H", "H", "H", "H", "H", "H"],
  "coordinates": [[1.80744, 1.17423, 2.46686], [0.35698, 1.04546, 2.78062], [-0.62299, 1.59310, 1.68319], [-0.63881, 0.61617, 0.52440], [-0.03301, 0.97641, -0.68813], [0.08918, 0.05038, -1.67655], [-0.44405, -1.24280, -1.60360], [-1.18938, -1.55540, -0.45375], [-1.18822, -0.67263, 0.62255], [-1.68468, -1.12739, 1.82164], [-0.29361, -1.93235, -2.95528], [0.67799, -0.91672, -3.66343], [0.71072, 0.27057, -2.84064], [2.42863, 1.02669, 3.36429], [2.24079, 0.41938, 1.73545], [1.95890, 2.19217, 2.16827], [0.07551, 0.04564, 3.02691], [0.08663, 1.59308, 3.70233], [-0.37745, 2.59687, 1.33080], [-1.66407, 1.62462, 2.11026], [0.47885, 1.91642, -0.80839], [-1.61575, -2.51477, -0.23654], [-2.11277, -0.28760, 2.25897], [0.14717, -2.90992, -2.83950], [-1.23030, -2.03316, -3.48911], [1.70752, -1.35973, -3.68639], [0.32881, -0.58872, -4.65521]],
  "forces_ev_per_a": [[1.4, -1.1, 0.0], [-1.7, 1.1, 0.5], [-0.4, -1.6, 0.4], [0.1, 0.3, -0.7], [0.2, 0.1, 0.9], [-0.5, -1.9, -0.3], [-1.4, 0.5, 0.6], [1.3, 0.1, -0.2], [0.4, 0.6, -0.2], [-1.7, 2.5, 1.2], [0.7, 1.1, 0.5], [0.1, -0.6, 0.4], [0.7, 0.5, -1.2], [-0.3, 0.1, -0.1], [-0.9, 1.1, 0.5], [0.6, 0.5, -0.6], [-0.1, -0.9, -0.1], [0.5, 0.1, -0.2], [0.1, -0.1, 0.2], [0.8, 0.2, -0.2], [-0.1, 0.3, 0.1], [-0.3, -0.4, -0.3], [1.1, -2.6, -0.9], [0.2, -0.3, -0.2], [-0.3, 0.0, 0.0], [-0.8, 0.6, -0.2], [0.3, -0.4, 0.3]],
  "total_charge": 0,
  "smiles": "CCCc1cc2c(cc1O)CCO2",
  "homo_ha": -0.281,
  "homo_lumo_gap_ev": 8.49,
  "e_above_lowest_ev": 0.9404
}